Entry 1:
The following is a quantum chemistry calculation of an isolated molecule of C4H4O, from the Open Molecules 2025 dataset.

Last column: Mulliken charge in e.
CARTESIAN COORDINATES (ANGSTROEM)
C1 0.537 -2.574 -0.530  -0.36
C2 0.454 -1.370 -0.102  0.19
C3 0.153 -0.083 0.721  -0.54
C4 0.358 0.032 -0.706  0.07
O1 -0.774 0.197 -1.487  -0.50
H1 -0.744 -0.095 1.188  0.26
H2 0.883 0.122 1.402  0.27
H3 1.359 0.557 -1.097  0.27
H4 -1.577 -0.225 -1.292  0.34

Results
Total charge: 0
2S+1: 1
Total energy, eV: -6254.3967
Energy above the lowest of the compared OMol25 structures with the same formula, charge and spin, kJ/mol: 480.8
Gap between HOMO and LUMO, eV: 9.964

Entry 2:
The following is a quantum chemistry calculation of an isolated ion of composition C4H9N2O2 and charge +1, from the Open Molecules 2025 dataset.

Last column: Mulliken charge in e.
CARTESIAN COORDINATES (ANGSTROEM)
C1 -1.606 0.270 0.441  0.62
C2 -2.564 -0.393 -0.446  -0.89
C3 0.973 1.457 -0.143  -0.81
C4 2.153 -0.758 0.143  -0.73
N1 0.997 0.009 0.091  0.06
N2 -0.089 -0.573 0.312  0.58
O1 -1.609 1.010 1.316  -0.29
O2 -0.253 -1.784 0.400  -0.60
H1 -3.239 -0.853 0.230  0.32
H2 -1.968 -1.239 -0.979  0.32
H3 -2.977 0.289 -1.163  0.36
H4 2.038 1.616 -0.260  0.33
H5 0.600 1.534 -1.183  0.41
H6 0.395 2.114 0.515  0.32
H7 2.902 -0.394 -0.599  0.28
H8 2.510 -0.483 1.155  0.39
H9 1.737 -1.821 0.169  0.32

Results
Total charge: +1
2S+1: 1
SMILES string: CC(=O)[N+](=O)N(C)C
Total energy, eV: -11358.2302
Energy above the lowest of the compared OMol25 structures with the same formula, charge and spin, kJ/mol: 457.1
Gap between HOMO and LUMO, eV: 10.325

Entry 3:
The following is a quantum chemistry calculation of an isolated molecule of C4H5ClS2, from the Open Molecules 2025 dataset.

Last column: Mulliken charge in e.
CARTESIAN COORDINATES (ANGSTROEM)
C1 -1.667 -0.009 0.806  -0.49
C2 -0.233 0.340 0.323  0.20
C3 2.227 -0.241 -0.495  -0.05
C4 3.408 -0.594 -0.127  -0.52
H1 -2.176 0.933 1.063  0.31
H2 -1.585 -0.705 1.744  0.29
H3 1.802 0.268 -1.558  0.22
H4 4.302 -0.468 -0.827  0.21
H5 3.649 -0.863 0.950  0.22
S1 0.143 1.913 -0.059  -0.21
S2 0.916 -0.948 0.290  -0.02
Cl1 -2.667 -0.681 -0.476  -0.15

Results
Total charge: 0
2S+1: 1
SMILES string: C=CSC(=S)CCl
Total energy, eV: -38419.8468
Energy above the lowest of the compared OMol25 structures with the same formula, charge and spin, kJ/mol: 158.2
Gap between HOMO and LUMO, eV: 8.264

Entry 4:
The following is a quantum chemistry calculation of a 2-piece molecular cluster, C6H12N2 overall, from the Open Molecules 2025 dataset.

Last column: Mulliken charge in e.
CARTESIAN COORDINATES (ANGSTROEM)
C1 -1.863 -0.081 -0.350  -1.11
C2 -0.298 1.557 -1.560  -0.58
C3 -0.609 0.327 -1.051  0.70
C4 1.484 0.292 -1.490  -0.24
N1 1.047 1.523 -1.824  -0.07
N2 0.534 -0.436 -0.977  -0.52
H1 -0.939 2.417 -1.621  0.40
H2 1.578 2.260 -2.251  0.17
H3 -1.968 -1.166 -0.373  0.33
H4 -2.737 0.433 -0.741  0.38
H5 2.508 -0.016 -1.622  0.42
H6 -1.780 0.126 0.725  0.12
C5 0.549 -1.307 2.360  -0.73
C6 -0.561 -1.320 3.418  -0.89
H7 1.381 -1.974 2.553  0.38
H8 0.162 -1.558 1.370  0.19
H9 0.881 -0.272 2.245  0.21
H10 -0.097 -1.132 4.393  0.31
H11 -1.193 -2.204 3.437  0.28
H12 -1.222 -0.460 3.278  0.26

Results
Total charge: 0
2S+1: 1
SMILES string: Cc1c[nH]cn1.CC
Total energy, eV: -9396.7068
Energy above the lowest of the compared OMol25 structures with the same formula, charge and spin, kJ/mol: 13.8
Gap between HOMO and LUMO, eV: 9.497

Entry 5:
The following is a quantum chemistry calculation of a 2-piece molecular cluster, C6H20N6 overall, from the Open Molecules 2025 dataset.

Last column: Mulliken charge in e.
CARTESIAN COORDINATES (ANGSTROEM)
C1 1.790 -1.953 0.078  -0.40
C2 2.859 -0.952 -0.486  -1.07
C3 0.347 -1.530 2.002  0.61
N1 1.534 -1.402 1.446  -0.11
N2 -0.473 -2.567 1.634  -0.42
N3 -0.014 -0.787 3.079  -0.40
H1 0.864 -1.871 -0.486  0.41
H2 2.337 -2.951 -0.005  0.25
H3 3.572 -0.374 0.159  0.35
H4 2.538 -0.277 -1.269  0.13
H5 2.350 -0.929 1.809  0.29
H6 -0.168 -3.148 0.884  0.26
H7 -1.472 -2.569 1.725  0.25
H8 0.446 -0.011 3.520  0.22
H9 -0.709 -1.381 3.604  0.28
H10 3.516 -1.622 -1.070  0.37
C4 -2.312 0.958 -1.519  -0.71
C5 -2.452 -0.003 -0.291  -0.79
C6 -0.286 2.303 -1.224  0.71
N4 -0.926 1.360 -1.861  -0.12
N5 -0.707 3.047 -0.193  -0.36
N6 1.004 2.602 -1.681  -0.46
H11 -2.556 0.235 -2.378  0.31
H12 -3.165 1.621 -1.454  0.32
H13 -1.777 0.178 0.550  0.15
H14 -2.611 -1.067 -0.406  0.36
H15 -0.539 0.877 -2.654  0.26
H16 -1.607 2.824 0.209  0.21
H17 -0.234 3.772 0.345  0.25
H18 1.314 1.945 -2.382  0.21
H19 1.057 3.619 -1.769  0.27
H20 -3.520 0.053 0.083  0.37

Results
Total charge: +2
2S+1: 1
Total energy, eV: -15471.8956
Energy above the lowest of the compared OMol25 structures with the same formula, charge and spin, kJ/mol: 181.2
Gap between HOMO and LUMO, eV: 11.632

Entry 6:
The following is a quantum chemistry calculation of C38H34BrN6O4S2Ta as an isolated structure, from the Open Molecules 2025 dataset.

Last column: Mulliken charge in e.
CARTESIAN COORDINATES (ANGSTROEM)
Ta1 -1.116 0.593 0.706  1.52
C1 -4.698 0.003 1.518  -0.99
C2 -3.692 -0.083 2.617  0.12
N1 -2.401 0.191 2.506  1.06
C3 -1.726 0.052 3.706  -0.88
C4 -2.516 -0.332 4.737  -0.39
S1 -4.121 -0.536 4.194  -0.15
C5 -0.303 0.377 3.709  -0.33
C6 0.565 0.255 4.737  -0.38
S2 2.096 0.831 4.273  -0.17
C7 1.531 1.208 2.718  0.19
N2 0.245 0.926 2.548  0.92
C8 2.486 1.784 1.727  -1.57
H1 -4.211 0.162 0.559  -0.08
H2 -5.394 0.822 1.708  0.38
H3 -5.286 -0.913 1.465  0.49
H4 -2.247 -0.499 5.767  0.49
H5 0.380 -0.131 5.726  0.51
H6 3.165 2.480 2.220  0.72
H7 1.974 2.304 0.924  0.04
H8 3.097 0.988 1.299  0.35
C9 -1.877 3.121 2.821  -1.15
N3 -1.690 2.781 1.386  -0.22
C10 -0.577 3.640 0.883  -1.08
C11 -2.937 3.193 0.678  -1.33
C12 -2.949 2.611 -0.697  1.52
C13 -3.634 3.204 -1.746  -0.85
C14 -3.668 2.575 -2.980  -0.78
C15 -3.037 1.346 -3.169  -0.85
C16 -2.361 0.754 -2.123  -0.89
C17 -2.285 1.389 -0.868  0.73
H9 -2.072 4.192 2.899  0.50
H10 -0.980 2.898 3.390  0.28
H11 -2.726 2.583 3.234  0.30
H12 -0.847 4.689 1.026  0.47
H13 -0.402 3.458 -0.177  0.24
H14 0.321 3.439 1.462  0.46
H15 -3.009 4.284 0.674  0.63
H16 -3.786 2.821 1.257  0.39
H17 -4.138 4.154 -1.608  0.52
H18 -4.193 3.042 -3.802  0.44
H19 -3.071 0.862 -4.135  0.51
H20 -1.866 -0.196 -2.285  0.57
O1 0.144 2.475 -1.894  -0.67
C18 0.792 1.495 -1.626  -0.70
N4 1.863 1.027 -2.289  0.02
C19 2.504 -0.138 -1.720  3.41
C20 1.661 -0.310 -0.455  -1.37
O2 1.903 -1.065 0.439  -0.52
N5 0.569 0.625 -0.478  1.81
C21 2.387 -1.344 -2.647  -0.38
C22 3.083 -1.291 -3.853  -0.24
C23 2.985 -2.328 -4.764  -0.96
C24 2.197 -3.436 -4.473  -0.54
C25 1.516 -3.499 -3.270  -1.07
C26 1.609 -2.455 -2.355  0.00
C27 3.941 0.143 -1.281  -0.45
C28 4.737 -0.919 -0.858  -0.35
C29 6.020 -0.682 -0.396  -0.93
C30 6.523 0.614 -0.360  -0.53
C31 5.737 1.671 -0.788  -0.97
C32 4.444 1.438 -1.244  0.03
H21 2.109 1.419 -3.184  0.37
H22 3.724 -0.444 -4.073  0.46
H23 3.530 -2.279 -5.697  0.44
H24 2.128 -4.251 -5.180  0.43
H25 0.916 -4.368 -3.032  0.52
H26 1.091 -2.537 -1.407  0.51
H27 4.352 -1.930 -0.897  0.52
H28 6.636 -1.511 -0.073  0.46
H29 7.531 0.795 -0.012  0.45
H30 6.130 2.679 -0.780  0.46
H31 3.840 2.272 -1.578  0.47
Br1 -4.014 -6.190 -1.201  -0.10
C33 -2.652 -5.315 -0.260  -0.23
C34 -1.676 -6.058 0.410  -0.23
N6 -0.672 -5.512 1.090  -0.62
C35 -0.604 -4.190 1.141  -0.26
C36 -1.540 -3.370 0.512  -0.04
C37 -2.589 -3.940 -0.214  -0.40
C38 -1.405 -1.934 0.608  0.79
O3 -2.179 -1.101 -0.001  -0.69
O4 -0.507 -1.357 1.301  -0.89
H32 -1.713 -7.141 0.389  0.43
H33 0.226 -3.758 1.688  0.68
H34 -3.317 -3.324 -0.723  0.66

Results
Total charge: +2
2S+1: 1
Total energy, eV: -150344.7602
Energy above the lowest of the compared OMol25 structures with the same formula, charge and spin, kJ/mol: 0.0
Gap between HOMO and LUMO, eV: 6.572